[1]
{
  "formula": "C34H73BN19O13P",
  "method": "ωB97M-V with the def2-TZVPD basis set",
  "elements": ["P", "O", "O", "O", "O", "O", "O", "O", "O", "O", "O", "O", "O", "O", "N", "N", "N", "N", "N", "N", "N", "N", "N", "N", "N", "N", "N", "N", "N", "N", "N", "N", "N", "C", "C", "C", "C", "C", "C", "C", "C", "C", "C", "C", "C", "C", "C", "C", "C", "C", "C", "C", "C", "C", "C", "C", "C", "C", "C", "C", "C", "C", "C", "C", "C", "C", "C", "B", "H", "H", "H", "H", "H", "H", "H", "H", "H", "H", "H", "H", "H", "H", "H", "H", "H", "H", "H", "H", "H", "H", "H", "H", "H", "H", "H", "H", "H", "H", "H", "H", "H", "H", "H", "H", "H", "H", "H", "H", "H", "H", "H", "H", "H", "H", "H", "H", "H", "H", "H", "H", "H", "H", "H", "H", "H", "H", "H", "H", "H", "H", "H", "H", "H", "H", "H", "H", "H", "H", "H", "H", "H"],
  "xyz": [[-0.563, -5.785, 1.345], [4.048, 1.484, 1.945], [-4.855, -3.453, 0.764], [8.102, -0.954, 3.639], [-3.864, -5.749, 2.986], [0.281, -3.179, -0.204], [-3.170, -3.199, -5.125], [3.543, 11.041, 0.278], [-5.746, -6.965, -4.183], [3.308, 5.337, 3.127], [-7.479, 1.694, -1.214], [-3.810, -6.545, 0.771], [0.973, -0.982, -3.939], [1.695, 5.992, -0.451], [2.822, -1.603, -5.089], [5.029, 4.258, 2.095], [-7.969, 3.887, -0.932], [4.447, -0.404, 3.110], [9.114, -1.062, 5.657], [-2.839, -1.861, -3.328], [5.175, 6.505, 2.616], [5.661, 11.827, 0.098], [-7.143, 3.110, -2.948], [-5.352, -6.195, -2.086], [0.817, -2.732, -5.365], [2.584, 8.074, -0.665], [-5.044, -0.283, 2.331], [-4.477, -5.104, -3.927], [2.621, 6.977, 1.366], [6.204, 0.810, 2.282], [3.977, 12.641, -1.262], [10.272, -1.579, 3.723], [-2.237, -1.155, -5.440], [1.503, -1.724, -4.747], [-1.113, -0.677, -0.476], [4.429, 5.346, 2.643], [-3.075, -1.940, 0.211], [-3.653, -3.211, 0.712], [-1.681, -1.861, 0.026], [-1.992, 0.342, -0.786], [-4.175, 1.458, -1.036], [-2.782, -2.138, -4.659], [-3.352, 0.275, -0.629], [9.105, -1.184, 4.302], [-5.416, -0.924, 0.048], [0.729, 1.028, -1.071], [-0.446, -5.799, -1.485], [-5.887, -0.550, 1.416], [1.588, -4.050, 2.348], [2.115, 1.462, -0.593], [-2.768, -4.301, 1.129], [2.258, 6.952, 0.047], [4.343, 11.787, -0.261], [-3.683, -4.687, 3.927], [-7.365, -0.506, 1.560], [4.859, 0.691, 2.412], [2.269, 2.968, -0.833], [0.235, -6.325, -0.226], [-1.455, -4.250, 0.919], [0.330, -0.439, -0.839], [-5.225, -6.143, -3.447], [-2.293, -4.691, 4.549], [-7.529, 2.824, -1.669], [-3.921, -0.880, -0.108], [0.832, -5.366, 2.451], [-0.850, -3.075, 0.243], [3.203, 0.652, -1.277], [-3.489, -5.594, 1.696], [5.093, -1.074, 3.487], [-5.523, -0.031, 3.197], [2.327, 8.088, -1.634], [-4.365, -5.018, -4.920], [4.554, 3.359, 2.077], [-0.220, -4.753, -1.647], [3.461, -0.540, 3.224], [2.163, -3.985, 1.430], [5.955, 11.213, 0.834], [1.233, -3.361, -6.025], [0.015, 1.719, -0.627], [-4.652, 1.911, -0.167], [-2.533, -1.001, -2.906], [9.920, -1.246, 6.223], [-8.009, 4.824, -1.284], [6.094, 6.559, 2.221], [6.836, 0.138, 2.691], [-0.152, -2.843, -5.125], [-0.122, -6.375, -2.349], [11.106, -1.775, 4.243], [0.923, -3.192, 2.385], [-5.826, -1.896, -0.194], [10.281, -1.680, 2.725], [-4.046, -4.417, -3.343], [-1.590, 1.239, -1.233], [-4.923, -5.547, -1.451], [3.282, 3.242, -1.122], [-6.824, 2.345, -3.513], [5.933, 4.333, 1.668], [2.180, 1.348, 0.486], [3.301, -0.348, -0.853], [-3.910, -3.734, 3.450], [-4.437, -4.843, 4.693], [3.013, 12.634, -1.539], [-4.966, 1.195, -1.729], [-1.526, -5.921, -1.412], [1.534, -6.180, 2.264], [0.436, -0.948, -1.795], [8.263, -0.765, 6.099], [1.597, 3.342, -1.604], [6.333, 12.434, -0.331], [-7.810, 0.040, 0.731], [3.346, -0.878, -4.635], [4.763, 7.323, 3.021], [2.043, 3.528, 0.070], [3.281, -2.205, -5.744], [4.614, 13.266, -1.717], [0.727, 1.203, -2.149], [-3.953, -7.410, 1.174], [-2.179, -1.330, -6.425], [-3.207, -2.574, -2.728], [-3.540, 2.210, -1.497], [-7.794, -1.508, 1.566], [0.481, -5.504, 3.473], [4.169, 1.134, -1.134], [2.288, -3.984, 3.177], [1.302, -6.107, -0.238], [6.559, 1.589, 1.763], [-5.881, -0.218, -0.637], [3.047, 8.872, -0.267], [0.133, -7.409, -0.214], [-8.256, 3.704, 0.011], [-7.169, 4.031, -3.341], [2.437, 6.159, 1.926], [-2.355, -4.584, 5.629], [-5.893, -6.948, -1.705], [-7.645, -0.004, 2.484], [-1.658, -3.898, 4.164], [1.017, -0.933, -0.166], [3.079, 7.763, 1.786], [3.006, 0.578, -2.347], [-1.828, -5.655, 4.351], [-1.876, -0.296, -5.067]],
  "total_energy_ha": -3724.51611,
  "lumo_ha": -0.023,
  "homo_energy_ev": -7.94,
  "smiles": "[H]/N=C(\\C)Cc1c(C)cc(CCC(C)C)c2c1C(=O)C(B(O)OCC)=C(P(CC)CC)C2=O.NC(N)=O.NC(N)=O.NC(N)=O.NC(N)=O.NC(N)=O.NC(N)=O.NC(N)=O.NC(N)=O.NC(N)=O",
  "gap_ha": 0.26898
}



[2]
{
  "formula": "C34H74F12N4O16PS4",
  "method": "ωB97M-V with the def2-TZVPD basis set",
  "elements": ["S", "S", "S", "S", "P", "F", "F", "F", "F", "F", "F", "F", "F", "F", "F", "F", "F", "O", "O", "O", "O", "O", "O", "O", "O", "O", "O", "O", "O", "O", "O", "O", "O", "N", "N", "N", "N", "C", "C", "C", "C", "C", "C", "C", "C", "C", "C", "C", "C", "C", "C", "C", "C", "C", "C", "C", "C", "C", "C", "C", "C", "C", "C", "C", "C", "C", "C", "C", "C", "C", "C", "H", "H", "H", "H", "H", "H", "H", "H", "H", "H", "H", "H", "H", "H", "H", "H", "H", "H", "H", "H", "H", "H", "H", "H", "H", "H", "H", "H", "H", "H", "H", "H", "H", "H", "H", "H", "H", "H", "H", "H", "H", "H", "H", "H", "H", "H", "H", "H", "H", "H", "H", "H", "H", "H", "H", "H", "H", "H", "H", "H", "H", "H", "H", "H", "H", "H", "H", "H", "H", "H", "H", "H", "H", "H"],
  "xyz": [[3.209, 3.399, -3.819], [5.633, -1.287, -1.806], [4.350, 1.994, 0.659], [1.789, -5.823, 0.797], [-4.281, 4.261, 2.180], [8.047, -1.931, -0.594], [6.557, -0.899, 0.752], [-0.554, -4.259, 0.526], [-0.769, -6.469, 0.485], [5.313, 3.537, 2.696], [6.211, -2.943, 0.152], [6.001, 1.600, 2.832], [0.132, -5.511, -1.231], [3.941, 1.937, 3.381], [1.984, 1.009, -3.875], [0.962, 2.585, -4.941], [2.701, 1.676, -5.809], [6.184, -2.096, -2.879], [2.407, -6.848, -0.100], [3.078, 2.741, 0.601], [3.134, -4.185, -3.656], [5.396, 2.495, -0.255], [2.482, -4.564, 0.675], [3.622, 4.355, -4.859], [4.399, 2.724, -3.220], [4.932, -3.274, 2.714], [4.202, -1.495, -1.506], [1.566, -6.221, 2.209], [0.183, -1.077, -2.003], [2.399, 3.979, -2.730], [-2.623, -1.011, -2.947], [4.091, 0.570, 0.489], [5.840, 0.133, -2.077], [4.241, -4.879, 4.270], [1.885, -0.970, -0.334], [5.072, -5.465, -4.438], [-1.613, -3.515, -4.580], [0.021, -5.455, 0.066], [1.527, -1.388, 1.133], [-2.743, 3.499, -1.808], [5.026, -4.442, 3.032], [-3.741, 4.628, 0.429], [2.137, 2.035, -4.667], [4.198, -4.733, -3.297], [5.915, -5.468, 2.339], [-1.846, -4.618, -5.637], [0.907, 2.644, 3.690], [-3.438, 4.350, -2.892], [-1.150, -2.256, -5.273], [6.560, -4.962, -4.440], [-3.058, 3.064, 2.905], [-4.776, 8.119, 3.199], [-6.072, 3.667, 2.080], [3.125, -3.902, 4.659], [-5.994, 8.071, 4.150], [-1.605, 3.368, 2.930], [-0.640, 2.310, 3.527], [-8.074, 0.949, 4.277], [-0.442, -3.983, -3.648], [-7.817, 2.106, 3.287], [4.520, -4.875, -1.881], [0.729, -0.400, -1.161], [6.719, -1.799, -0.222], [0.453, 1.089, -0.966], [-2.810, -2.319, -2.593], [-6.349, 2.621, 3.217], [-4.669, 6.842, 2.427], [-2.914, -3.294, -3.728], [-3.561, 3.415, -0.435], [-4.182, 5.675, 3.317], [4.910, 2.291, 2.503], [4.910, -4.927, 5.025], [1.409, 1.788, 4.143], [4.342, -5.918, -1.617], [3.868, -4.152, -1.392], [-9.109, 0.613, 4.345], [-4.455, 3.981, -3.028], [-0.831, -4.919, -3.247], [0.698, -2.094, 1.082], [-2.998, -0.351, -2.359], [1.342, 2.890, 2.721], [-1.272, 3.569, 1.912], [5.438, -6.439, 2.216], [-0.567, 1.232, -1.324], [-0.623, -1.589, -4.591], [1.192, -0.584, 1.788], [0.439, -4.176, -4.261], [-7.551, 0.079, 3.882], [-3.326, 5.386, -2.572], [7.197, -5.621, -5.031], [-3.224, -4.294, -3.424], [-5.865, 7.288, 4.898], [-6.739, 4.529, 2.076], [-3.712, -3.038, -4.425], [-4.541, 3.014, -0.693], [-0.997, 2.033, 4.519], [-4.844, 5.484, 4.162], [4.936, -6.466, -4.467], [-2.955, 4.226, -3.861], [1.024, 1.763, -1.605], [3.601, -2.929, 4.775], [2.651, -4.260, 5.573], [6.853, -5.557, 2.888], [-3.788, -2.408, -2.121], [-1.329, 4.335, 3.350], [-6.363, 3.033, 4.226], [2.551, -3.877, 3.733], [-2.189, -2.558, -1.729], [0.978, 3.517, 4.338], [2.385, -1.637, -0.905], [-0.629, 1.400, 2.927], [-0.548, -2.578, -6.122], [-8.105, 1.874, 2.261], [-1.694, 3.715, -1.605], [-3.830, 8.293, 3.713], [-0.158, -3.242, -2.901], [-4.892, 8.902, 2.450], [-6.020, 9.042, 4.643], [6.572, -3.955, -4.857], [-7.707, 1.158, 5.282], [-2.651, 2.523, -2.285], [-3.126, 2.564, 0.089], [5.536, -4.504, -1.747], [-3.223, 5.804, 3.818], [-4.471, 5.278, -0.054], [-3.148, 2.151, 2.316], [6.952, -4.793, -3.437], [-6.145, 3.207, 1.095], [-2.811, 5.182, 0.559], [4.648, -5.207, -5.318], [-6.933, 7.909, 3.621], [-5.613, 6.607, 1.935], [-5.651, 1.783, 3.200], [6.172, -5.078, 1.354], [-2.048, -1.770, -5.655], [2.358, -1.951, 1.558], [-3.418, 2.901, 3.920], [-2.283, -5.421, -5.043], [0.617, 1.387, 0.070], [-8.402, 2.997, 3.516], [-0.860, -4.965, -5.947], [2.656, -0.359, -0.107], [3.855, -5.805, 4.150], [-2.574, -4.222, -6.345], [-3.924, 7.082, 1.669]],
  "total_energy_ha": -5894.82278,
  "s_squared": 0.75,
  "spin_multiplicity": 2,
  "lumo_ha": [-0.038, -0.038],
  "homo_energy_ev": [-2.79, -5.61],
  "gap_ha": [0.06415, 0.16776]
}